No. 1
# C35H32BClNO17P

C35H32BClNO17P as an isolated structure at a distorted geometry (wB97M-V/def2-TZVPD, the OMol25 dataset).

```
! wB97M-V def2-TZVPD RIJCOSX def2/J DEFGRID3
* xyz 0 1
C -0.94422 -0.28548 4.24567
C -1.93114 0.78530 4.66487
O -1.33058 2.03690 5.03138
B -0.47077 2.60493 4.15743
O 0.85551 2.35417 4.25347
O -0.87723 3.55952 3.16450
P -1.58131 3.04097 1.87628
O -2.98912 2.68336 2.00475
O -1.33215 4.27255 0.83107
Cl -2.73314 4.95165 0.19198
O -0.65416 1.89448 1.31942
C -1.30060 1.09469 0.30189
C -0.25439 0.35791 -0.50136
C -0.93130 -0.74200 -1.29413
N -1.45456 -1.82123 -0.56131
O -0.98311 -0.69446 -2.51847
H -0.00120 -0.18409 4.76562
H -1.36202 -1.25759 4.47872
H -0.72223 -0.27534 3.18231
H -2.71555 0.92250 3.92907
H -2.43322 0.43222 5.55662
H 1.34560 2.76514 3.53949
H -1.91721 1.68727 -0.36387
H -1.94698 0.37581 0.78687
H 0.46816 -0.11807 0.15636
H 0.22244 0.98951 -1.23580
H -1.78030 -2.52233 -1.21309
H -2.25917 -1.51602 -0.02560
C 4.16555 1.64423 1.56355
C 2.92416 1.16769 1.54772
C 2.63260 -0.23038 1.95444
O 1.49731 -0.66018 1.93891
C 3.77241 -1.07640 2.37972
C 5.01443 -0.60103 2.39384
C 5.30900 0.79610 1.98958
O 6.43906 1.23153 2.00960
H 4.40290 2.65961 1.27215
H 2.07444 1.76698 1.24236
H 3.53540 -2.09060 2.67450
H 5.86086 -1.20140 2.70327
C -6.40596 7.47642 4.38082
C -6.80512 7.04744 3.18719
C -6.16836 5.87232 2.53877
O -6.53096 5.48545 1.44925
C -5.07136 5.19406 3.27403
C -4.67241 5.62540 4.46777
C -5.30769 6.79872 5.11645
O -4.94696 7.19143 6.20446
H -6.85499 8.33066 4.87137
H -7.60308 7.52680 2.63445
H -4.61807 4.33817 2.78437
H -3.87342 5.14615 5.01949
C 5.79855 0.50881 7.95672
C 5.67263 -0.60701 7.24437
C 6.42175 -0.79865 5.97789
O 6.30352 -1.81345 5.32445
C 7.31633 0.29983 5.53461
C 7.44198 1.41599 6.24663
C 6.69415 1.60886 7.51513
O 6.80860 2.62360 8.16478
H 5.26188 0.67071 8.88272
H 5.02600 -1.42051 7.54760
H 7.85068 0.14021 4.60625
H 8.08695 2.22979 5.94124
C -2.03503 -1.35800 -5.88980
C -1.49704 -2.26521 -5.07955
C -0.69598 -3.39215 -5.61683
O -0.20630 -4.22370 -4.88093
C -0.51596 -3.46965 -7.08775
C -1.05345 -2.56249 -7.89702
C -1.85606 -1.43285 -7.36103
O -2.34488 -0.60561 -8.09972
H -2.62225 -0.52732 -5.51932
H -1.61260 -2.22330 -4.01026
H 0.07503 -4.29532 -7.46040
H -0.93164 -2.60142 -8.97236
C -0.19917 -6.80142 -9.00699
C -1.00832 -7.83599 -9.21427
C -1.71964 -8.01096 -10.50638
O -2.45749 -8.95149 -10.69500
C -1.49109 -6.98738 -11.55796
C -0.68182 -5.95288 -11.35037
C 0.02797 -5.77834 -10.05900
O 0.76620 -4.83424 -9.87124
H 0.32849 -6.65701 -8.07232
H -1.18736 -8.59314 -8.46179
H -2.01836 -7.13430 -12.49178
H -0.50208 -5.19543 -12.10254
*
```

Computed properties:
**Electronic energy**: -3513.18096 a.u.
**LUMO energy**: -1.94 eV

---

No. 2
# C4H7NO2

One molecule with the formula C4H7NO2 at a distorted geometry (wB97M-V/def2-TZVPD, the OMol25 dataset).

```
! wB97M-V def2-TZVPD RIJCOSX def2/J DEFGRID3
* xyz 0 1
C 1.47335 -0.30533 0.53157
C 0.66740 -0.09239 -0.92838
C -0.80140 1.03512 -0.02274
C -1.69731 -0.10164 0.12590
H 0.94696 -0.46900 1.30825
H 2.30646 0.40546 0.93247
H 1.97887 -1.27382 0.37482
H 1.35370 -0.59258 -1.63078
H -0.35087 1.37562 0.96201
H -1.66788 1.90825 -0.13462
H -2.56771 -0.28858 0.87776
N -1.37590 -1.30737 -0.25925
O -0.05960 1.09560 -1.21277
O -0.20606 -1.38933 -0.92424
*
```

Computed properties:
**Electronic energy**: -361.65975 a.u.
**LUMO energy**: 0.83 eV

---

No. 3
# C4H3Br2NO

C4H3Br2NO as an isolated structure at a distorted geometry (wB97M-V/def2-TZVPD, the OMol25 dataset).

```
! wB97M-V def2-TZVPD RIJCOSX def2/J DEFGRID3
* xyz 0 1
C 1.34460 0.48458 -0.21549
C 2.53522 2.10096 -0.95985
C 2.60962 -0.09433 -0.24938
C 0.02197 -0.03141 -0.43485
N 1.47286 1.88480 -0.40101
O 3.36268 2.73415 -1.48882
Br 2.57243 -2.08074 0.06984
Br 4.29015 0.50966 0.36189
H -0.07521 -0.41965 -1.48694
H -0.56040 0.90794 -0.31578
H -0.32566 -0.75058 0.32765
*
```

Computed properties:
**Electronic energy**: -5432.16658 a.u.
**LUMO energy**: -0.26 eV

---

No. 4
# C5H8O

One molecule with the formula C5H8O at a distorted geometry (wB97M-V/def2-TZVPD, the OMol25 dataset).

```
! wB97M-V def2-TZVPD RIJCOSX def2/J DEFGRID3
* xyz 0 1
C -1.67684 -0.30796 -0.30925
C -1.21910 1.08485 -0.21470
C -0.44885 -0.23675 0.52966
C 0.82275 -0.61873 -0.16865
C 2.11135 -0.34714 0.46307
O 1.61768 -1.66977 0.38511
H -1.52410 -0.71272 -1.30673
H -2.62681 -0.57200 0.13570
H -1.85380 1.74594 0.38667
H -0.66635 1.56980 -1.00083
H -0.40873 0.77649 1.05056
H 0.79279 -0.67991 -1.26363
H 2.97445 -0.10748 -0.15463
H 2.10556 0.07538 1.46764
*
```

Computed properties:
**Electronic energy**: -270.39133 a.u.
**LUMO energy**: 1.05 eV

---

No. 5
# C2H5FOS2

One molecule with the formula C2H5FOS2 at a distorted geometry (wB97M-V/def2-TZVPD, the OMol25 dataset).

```
! wB97M-V def2-TZVPD RIJCOSX def2/J DEFGRID3
* xyz 0 1
C -1.37276 -0.84756 -0.16100
C -0.77443 1.34737 0.64995
O -1.55507 0.33078 0.65976
F 3.74815 -0.71292 -0.81990
S 0.54177 1.65640 -0.29543
S 2.41346 0.29790 -0.68151
H -1.36968 -0.56067 -1.23021
H -2.17152 -1.66010 0.05710
H -0.27682 -1.25089 0.00587
H -1.03823 1.93665 1.55793
H 1.85514 -0.53696 0.25745
*
```

Computed properties:
**Electronic energy**: -1050.58446 a.u.
**LUMO energy**: -0.68 eV

---

No. 6
# C59H143Br6N3O35P8

A 13-piece molecular cluster, C59H143Br6N3O35P8 overall at a distorted geometry (wB97M-V/def2-TZVPD, the OMol25 dataset).

```
! wB97M-V def2-TZVPD RIJCOSX def2/J DEFGRID3
* xyz 0 1
C -4.36315 -32.23289 -0.36495
O -4.50729 -31.66729 -1.45963
N -4.68054 -33.51509 -0.09298
C -5.05816 -33.88355 1.29407
C -4.87415 -34.54592 -1.19276
H -4.05414 -31.69246 0.54315
H -6.13835 -33.99230 1.39136
H -4.49839 -33.32756 2.04615
H -4.74997 -34.92849 1.32895
H -5.61575 -35.21805 -0.76106
H -5.23050 -34.15032 -2.14388
H -4.00353 -35.16566 -1.40734
C -1.40784 -18.10748 -6.65748
O -1.59940 -19.30194 -6.22345
N -1.02490 -17.77450 -7.90248
C -1.27501 -16.42375 -8.40744
C -0.56290 -18.85138 -8.73575
H -1.62842 -17.25684 -5.99418
H -0.37783 -15.83443 -8.21800
H -2.08594 -15.99860 -7.81605
H -1.58063 -16.39757 -9.45340
H -1.01032 -18.76093 -9.72556
H 0.52491 -18.87786 -8.79952
H -0.86784 -19.83590 -8.38102
C -9.49977 -31.00091 -5.78753
O -10.14458 -30.46082 -6.74471
N -9.59962 -30.55985 -4.57245
C -9.03443 -31.27812 -3.46078
C -10.40016 -29.35730 -4.24254
H -8.73053 -31.78748 -5.82975
H -8.42773 -30.67445 -2.78580
H -8.31632 -32.06325 -3.69740
H -9.95282 -31.78800 -3.16977
H -9.88951 -28.57356 -3.68299
H -10.85788 -28.95021 -5.14413
H -11.26014 -29.59051 -3.61473
C -2.11231 -21.07974 -1.51418
Br -1.91283 -22.80151 -0.39074
Br -1.06592 -19.58328 -0.76576
Br -4.03113 -20.56791 -1.85229
H -1.74504 -21.28455 -2.51980
C -0.66756 -26.91389 -5.23793
Br 0.86823 -25.84623 -4.60406
Br -0.60882 -28.79540 -4.53664
Br -0.94061 -26.90686 -7.20032
H -1.51523 -26.33750 -4.86733
C -4.80657 -19.07484 -18.28248
C -4.03180 -19.76889 -17.09642
O -4.21008 -19.08758 -15.81796
P -5.68991 -19.24894 -15.10800
O -6.69019 -20.18140 -15.74472
O -5.26246 -19.65546 -13.58883
C -4.95829 -21.01742 -13.47457
C -3.46281 -21.16706 -13.05400
O -6.17235 -17.68007 -14.92237
C -7.34021 -17.19086 -15.71266
C -6.89414 -16.21191 -16.83271
H -5.87500 -18.98386 -18.08683
H -4.57396 -18.00995 -18.28174
H -4.70277 -19.46513 -19.29490
H -4.37606 -20.78121 -16.88478
H -2.94825 -19.87500 -17.14896
H -5.61941 -21.31787 -12.66170
H -5.21166 -21.73162 -14.25804
H -3.03251 -20.71483 -13.94755
H -3.32652 -20.61074 -12.12662
H -3.21542 -22.20119 -12.81426
H -7.93997 -17.93936 -16.23049
H -7.95009 -16.61246 -15.01869
H -6.10667 -16.66449 -17.43535
H -7.70607 -16.24701 -17.55910
H -6.71336 -15.20839 -16.44753
C -18.10560 -15.01160 0.88874
C -18.94827 -16.21205 0.38418
O -18.13963 -17.34492 0.50510
P -18.41249 -18.66008 -0.47079
O -19.11781 -18.25944 -1.76367
O -19.23106 -19.67628 0.49252
C -19.47845 -21.08646 0.14575
C -20.83168 -21.36666 -0.52972
O -16.93182 -19.37167 -0.55699
C -16.36258 -19.94539 0.57295
C -14.78256 -19.87795 0.28008
H -18.54189 -14.01589 0.80935
H -18.22969 -15.13361 1.96476
H -17.06035 -15.03920 0.58088
H -19.83164 -16.33611 1.01058
H -19.14248 -16.03657 -0.67393
H -18.79439 -21.51229 -0.58830
H -19.47295 -21.56172 1.12667
H -21.18098 -22.38813 -0.37912
H -21.59511 -20.86705 0.06664
H -20.92181 -21.21181 -1.60490
H -16.74856 -19.40529 1.43748
H -16.70530 -20.97643 0.48580
H -14.45462 -18.83845 0.28003
H -14.15409 -20.39907 1.00227
H -14.55113 -20.29437 -0.70030
C -4.33890 -26.79335 6.31432
C -5.49293 -27.67271 5.84828
O -5.88944 -26.96439 4.71483
P -6.76045 -27.54843 3.45819
O -7.66239 -28.66529 3.78251
O -7.50480 -26.27935 2.83685
C -8.73115 -25.82279 3.38697
C -9.66092 -25.72855 2.10952
O -5.72461 -27.84513 2.27686
C -4.60935 -27.00024 2.22641
C -3.28359 -27.64515 2.87572
H -4.57710 -25.80042 6.69570
H -3.93485 -27.29261 7.19498
H -3.53261 -26.74207 5.58263
H -5.19798 -28.71986 5.78063
H -6.35144 -27.73247 6.51723
H -9.19156 -26.55809 4.04686
H -8.54647 -24.89235 3.92388
H -10.65395 -25.46950 2.47681
H -9.21507 -24.97487 1.46047
H -9.72853 -26.67424 1.57176
H -4.33837 -26.93298 1.17278
H -4.77166 -25.95860 2.50341
H -3.38437 -27.86733 3.93807
H -3.05746 -28.64297 2.49979
H -2.39079 -27.02354 2.80785
C -5.62805 -20.84191 8.46151
C -6.45832 -21.08896 7.16378
O -7.28567 -19.93423 7.05129
P -8.49346 -19.72148 5.88464
O -9.36994 -20.86127 5.60318
O -9.33763 -18.40399 6.31931
C -8.80236 -17.13754 6.26342
C -9.89499 -16.07718 6.32213
O -7.64275 -19.20016 4.65810
C -7.44821 -19.90502 3.45622
C -6.60632 -21.15441 3.75302
H -5.80529 -19.88134 8.94525
H -5.70327 -21.67304 9.16270
H -4.57112 -20.76567 8.20622
H -5.71598 -21.24252 6.38055
H -7.09909 -21.94574 7.37217
H -8.15791 -16.88594 7.10573
H -8.10447 -16.96309 5.44450
H -10.72262 -16.35773 6.97361
H -9.68236 -15.04032 6.58253
H -10.61793 -16.05531 5.50667
H -8.38411 -20.26136 3.02585
H -6.93439 -19.20372 2.79875
H -5.72159 -20.73377 4.23095
H -7.06197 -21.85968 4.44805
H -6.39608 -21.73310 2.85357
C -16.20530 -17.21945 -15.83718
C -16.05329 -18.52717 -15.16295
O -14.78448 -18.45164 -14.46672
P -14.17468 -19.79994 -13.83427
O -14.54789 -21.04862 -14.51617
O -12.61291 -19.65733 -13.74310
C -11.92555 -20.66071 -12.93218
C -11.26331 -20.01711 -11.74314
O -14.53570 -19.67617 -12.25788
C -15.70492 -20.07935 -11.65398
C -15.54403 -21.04282 -10.55810
H -17.04269 -17.14026 -16.53044
H -16.33527 -16.50973 -15.02016
H -15.27160 -16.93348 -16.32146
H -16.80042 -18.74153 -14.39878
H -16.07846 -19.36821 -15.85586
H -12.34737 -21.60200 -12.57985
H -11.15796 -20.96180 -13.64510
H -10.73405 -19.06875 -11.83599
H -12.03908 -19.76325 -11.02076
H -10.58720 -20.62834 -11.14534
H -16.19701 -19.25063 -11.14490
H -16.49280 -20.29259 -12.37639
H -16.52703 -21.23606 -10.12860
H -15.19204 -22.02388 -10.87702
H -14.87643 -20.67666 -9.77813
C -4.41263 -26.43588 -15.31007
C -5.67650 -27.36342 -15.11107
O -6.58607 -26.66533 -14.32041
P -6.54176 -26.85866 -12.71658
O -5.33370 -26.34656 -11.99395
O -7.04481 -28.38216 -12.49902
C -7.11957 -28.96668 -11.18289
C -6.94567 -30.40523 -11.15105
O -7.91095 -26.04826 -12.36571
C -9.09769 -26.38656 -12.95149
C -10.22379 -26.35288 -11.91386
H -4.87666 -25.47827 -15.54623
H -3.85314 -26.32102 -14.38169
H -3.86242 -26.66186 -16.22347
H -6.13833 -27.32355 -16.09759
H -5.46187 -28.37860 -14.77724
H -6.36856 -28.50943 -10.53868
H -8.04305 -28.64096 -10.70414
H -5.98646 -30.73641 -11.54895
H -7.01161 -30.80800 -10.14035
H -7.82220 -30.65319 -11.74965
H -9.21742 -25.62018 -13.71728
H -9.01172 -27.33938 -13.47383
H -10.38139 -25.49914 -11.25478
H -11.09778 -26.58420 -12.52274
H -10.12822 -27.07517 -11.10314
C -20.17178 -32.82677 -7.02506
C -18.91876 -32.25899 -6.38858
O -18.94887 -30.81453 -6.68052
P -18.86186 -29.58539 -5.68413
O -19.42041 -28.30874 -6.19658
O -19.47547 -30.19205 -4.26910
C -20.88796 -30.22121 -4.04505
C -21.20692 -30.99871 -2.75097
O -17.19664 -29.58960 -5.45417
C -16.41630 -28.40007 -5.50488
C -16.20002 -28.09506 -6.96636
H -20.17413 -33.13125 -8.07167
H -20.23871 -33.74415 -6.44022
H -21.11745 -32.35534 -6.75758
H -18.89232 -32.40446 -5.30865
H -18.02295 -32.75780 -6.75847
H -21.12887 -29.17332 -3.86620
H -21.56046 -30.52352 -4.84783
H -20.47373 -30.73154 -1.98995
H -22.24140 -30.99224 -2.40756
H -21.04349 -32.03483 -3.04734
H -16.84639 -27.64433 -4.84763
H -15.44214 -28.72154 -5.13640
H -16.71021 -27.18416 -7.27953
H -15.18785 -27.95766 -7.34680
H -16.44822 -28.90806 -7.64865
C -5.98009 -23.00829 -7.18500
C -6.22634 -23.12043 -5.65183
O -7.33148 -23.96496 -5.49919
P -8.47167 -23.56831 -4.43469
O -8.29535 -22.29441 -3.66226
O -9.89829 -23.62781 -5.28568
C -11.14058 -23.56682 -4.61340
C -12.14025 -22.66778 -5.36218
O -8.51125 -24.89763 -3.42294
C -7.43041 -25.28806 -2.55751
C -6.18414 -25.85260 -3.30595
H -5.59583 -23.84284 -7.77149
H -6.87365 -22.91561 -7.80230
H -5.38002 -22.11132 -7.33819
H -5.30840 -23.36220 -5.11606
H -6.46937 -22.09292 -5.38119
H -11.46496 -24.60607 -4.56015
H -10.96707 -23.04843 -3.67038
H -11.76434 -21.64550 -5.40392
H -12.14648 -22.92401 -6.42162
H -13.15109 -22.70412 -4.95600
H -7.10193 -24.47475 -1.91042
H -7.83170 -26.07929 -1.92424
H -5.85085 -26.74202 -2.77121
H -6.71505 -26.27801 -4.15757
H -5.40582 -25.12773 -3.54441
*
```

Computed properties:
**Electronic energy**: -23306.83633 a.u.
**LUMO energy**: -0.61 eV

---

| no. | HOMO level (eV) |
| --- | --- |
| 1 | -9.98 |
| 2 | -9.40 |
| 3 | -9.13 |
| 4 | -8.69 |
| 5 | -8.57 |
| 6 | -9.19 |